(1)
{
  "formula": "C5H13NO",
  "method": "ωB97M-V/def2-TZVPD",
  "symbols": ["C", "C", "C", "C", "N", "C", "H", "H", "H", "H", "H", "H", "H", "H", "H", "H", "H", "O", "H", "H"],
  "positions_angstrom": [[1.53116, -1.61976, 0.07117], [1.09933, -1.31834, -1.36810], [-0.06903, -0.30724, -1.60579], [-0.95898, -0.30612, -0.57743], [-1.67302, 0.79867, -0.09809], [-1.18517, 2.17460, -0.11635], [1.24000, -2.60979, 0.38223], [2.62878, -1.54161, 0.08157], [1.37088, -0.82342, 0.81094], [0.92458, -2.26127, -1.89753], [1.91569, -0.85323, -1.95577], [0.01209, 0.50096, -2.31226], [-1.06258, -1.14558, 0.12361], [-2.24007, 0.50589, 0.67821], [-1.89074, 2.77022, 0.45889], [-1.22387, 2.58623, -1.13174], [-0.21927, 2.43436, 0.31807], [-0.43110, 0.46126, 2.84534], [0.18711, -0.15465, 3.25549], [0.04419, 0.70881, 2.03755]],
  "nbo_charge": [-0.625, -0.426, -0.323, 0.024, -0.626, -0.414, 0.214, 0.214, 0.195, 0.205, 0.206, 0.205, 0.183, 0.386, 0.210, 0.196, 0.176, -0.936, 0.469, 0.469],
  "charge": 0,
  "relative_energy_ev": 2.294,
  "smiles": "CC/C=C/NC.O",
  "homo_ev": -7.60,
  "total_energy_ha": -328.234550
}

***

(2)
{
  "formula": "C12H9BrClNO2",
  "method": "ωB97M-V/def2-TZVPD",
  "symbols": ["O", "C", "C", "O", "C", "C", "C", "C", "Br", "C", "C", "Cl", "C", "C", "C", "C", "N", "H", "H", "H", "H", "H", "H", "H", "H", "H"],
  "positions_angstrom": [[-2.01067, -0.04613, -1.27251], [-2.62000, 0.10208, -0.39358], [-2.44543, 1.12162, 0.67004], [-1.08658, 1.46962, 0.42142], [0.02865, 0.98213, 0.43923], [0.09900, -0.47836, 0.56404], [1.24367, -1.16041, 0.68014], [2.46776, -0.59886, 0.18213], [3.96900, -1.25226, 0.09928], [2.33138, 0.86234, -0.08059], [1.26550, 1.67788, -0.08689], [1.02284, 3.29888, -0.25536], [-3.90153, -0.43735, -0.25844], [-4.61837, -1.45315, -1.12857], [-5.87601, -1.95768, -0.69511], [-6.07179, -1.19165, 0.70206], [-4.99818, -0.48420, 1.00094], [-3.05679, 2.02045, 0.62492], [-2.23966, 0.47702, 1.70277], [-0.81770, -0.97304, 1.18483], [1.37053, -2.06794, 0.83189], [3.19424, 1.45094, -0.58545], [-4.31509, -1.55767, -2.01057], [-6.58298, -2.50052, -0.96902], [-6.86526, -1.08789, 1.27514], [-4.76654, 0.26604, 1.50103]],
  "nbo_charge": [-0.472, 0.472, -0.169, -0.487, 0.396, -0.308, -0.179, -0.311, 0.220, -0.195, -0.171, 0.074, -0.093, -0.116, -0.281, 0.085, -0.488, 0.243, 0.215, 0.190, 0.191, 0.215, 0.190, 0.190, 0.190, 0.401],
  "charge": 0,
  "smiles": "O=C(COc1ccc(Br)cc1Cl)c1ccc[nH]1",
  "homo_ev": -7.15,
  "total_energy_ha": -3701.720970
}

***

(3)
{
  "formula": "C52H46Cl2N12O6TeW",
  "method": "ωB97M-V/def2-TZVPD",
  "symbols": ["W", "C", "C", "C", "C", "C", "N", "C", "C", "C", "C", "C", "C", "C", "C", "N", "C", "N", "C", "N", "C", "N", "C", "N", "C", "N", "C", "C", "C", "C", "C", "C", "C", "C", "C", "C", "C", "C", "C", "C", "N", "H", "H", "H", "H", "H", "H", "H", "H", "H", "H", "H", "H", "H", "H", "H", "H", "C", "Te", "C", "H", "H", "H", "H", "H", "H", "C", "C", "C", "C", "C", "O", "C", "C", "C", "C", "C", "C", "Cl", "C", "C", "C", "N", "C", "N", "C", "N", "H", "H", "H", "H", "H", "H", "H", "H", "H", "H", "H", "H", "H", "H", "H", "H", "H", "H", "H", "H", "H", "H", "O", "N", "O", "O", "Cl", "C", "C", "O", "O", "H", "H"],
  "positions_angstrom": [[-1.35846, 1.28264, -1.53358], [-1.52020, -5.17206, -0.29619], [-0.14699, -5.32249, -0.16216], [0.66524, -4.20297, -0.07103], [0.12122, -2.92831, -0.15024], [1.04629, -1.71727, -0.02233], [1.51515, -1.37495, -1.34726], [2.09715, -0.34275, -1.75772], [2.69167, -0.26993, -3.10320], [3.88989, -0.90787, -3.39900], [4.46289, -0.75758, -4.65085], [3.82925, 0.01443, -5.61802], [2.62231, 0.62902, -5.33929], [2.04757, 0.50477, -4.07666], [0.71816, 1.07239, -3.75319], [-0.03678, 1.32551, -4.82641], [-1.31108, 1.61479, -4.71857], [-2.06173, 1.61263, -3.56321], [-3.36109, 1.93649, -3.90670], [-4.43502, 1.98867, -3.11285], [-4.39757, 1.33988, -1.98141], [-3.32596, 0.56760, -1.60216], [-3.69851, -0.15435, -0.47188], [-3.01564, -1.14733, 0.00550], [-1.81681, -1.43202, -0.60617], [-1.16766, -0.61217, -1.35888], [-1.25415, -2.77847, -0.34350], [-2.07046, -3.90513, -0.38735], [-5.03468, 0.25064, -0.06856], [-5.83511, -0.10746, 1.00273], [-7.07829, 0.49287, 1.10868], [-7.52538, 1.40913, 0.15395], [-6.73633, 1.75705, -0.92899], [-5.47900, 1.17934, -1.02518], [-3.43821, 2.17192, -5.32422], [-4.50877, 2.47612, -6.15611], [-4.26542, 2.55359, -7.51474], [-2.98419, 2.32645, -8.03281], [-1.91801, 2.01854, -7.20793], [-2.15656, 1.94405, -5.84156], [0.35445, 1.27578, -2.50179], [-2.15942, -6.04382, -0.34659], [0.29595, -6.30938, -0.12446], [1.73663, -4.32069, 0.05033], [4.36653, -1.51783, -2.64184], [5.40202, -1.24634, -4.87491], [4.27956, 0.12141, -6.59611], [2.09885, 1.20754, -6.08741], [-3.13540, -3.76774, -0.52138], [-5.48411, -0.82436, 1.73300], [-7.71624, 0.25403, 1.94961], [-8.50573, 1.85313, 0.26696], [-7.07173, 2.45767, -1.68276], [-5.49347, 2.63615, -5.73753], [-5.07640, 2.78591, -8.19257], [-2.82994, 2.39345, -9.10203], [-0.93010, 1.83035, -7.60683], [2.57674, 3.19906, -2.36867], [2.17697, 1.68180, -0.91954], [4.37161, 1.43232, -0.88460], [3.11009, 2.78463, -3.22075], [3.18161, 3.94596, -1.85841], [1.62331, 3.61928, -2.67486], [4.83131, 2.26344, -0.34890], [4.75287, 1.40640, -1.90463], [4.64937, 0.49952, -0.39055], [0.43604, -3.98102, 5.20719], [1.74890, -3.65849, 4.47342], [1.95544, -4.72130, 3.38642], [2.89824, -3.76952, 5.48346], [1.69319, -2.20236, 3.90401], [1.44532, -1.34463, 5.00517], [3.00721, -1.78777, 3.19612], [4.00480, -1.05570, 4.11374], [3.67174, 0.39383, 4.37418], [3.50369, 1.29895, 3.33451], [3.25320, 2.64052, 3.58039], [3.16571, 3.08573, 4.88873], [2.85869, 4.76022, 5.20254], [3.31235, 2.20107, 5.94410], [3.56491, 0.86460, 5.67895], [0.46535, -2.12974, 2.94898], [0.29068, -0.89608, 2.20143], [0.43200, -0.66450, 0.88350], [-0.00840, 0.56894, 0.61883], [-0.36000, 1.05668, 1.84568], [-0.21231, 0.19480, 2.81581], [0.56590, -4.88718, 5.80029], [-0.38188, -4.16203, 4.50816], [0.16162, -3.16817, 5.87755], [2.05257, -5.69462, 3.87006], [2.86302, -4.55571, 2.80438], [1.11058, -4.78349, 2.69937], [2.85217, -4.74000, 5.97928], [2.81269, -2.99199, 6.24229], [3.87019, -3.69097, 4.99345], [1.16809, -0.47617, 4.67878], [2.77780, -1.11136, 2.37352], [3.49446, -2.66692, 2.77413], [4.98878, -1.09919, 3.63725], [4.07594, -1.56829, 5.06998], [3.58439, 0.97641, 2.30354], [3.13023, 3.33282, 2.76032], [3.22945, 2.55480, 6.96270], [3.67312, 0.17067, 6.50336], [-0.40962, -2.20835, 3.59047], [0.45782, -2.94261, 2.23035], [1.93507, -2.08233, 0.50513], [-0.74886, 2.04492, 2.01765], [-0.88525, 4.38115, 0.75240], [0.07967, 3.90900, 0.18102], [1.23428, 4.27131, 0.36227], [-0.11949, 3.03432, -0.77289], [-4.56031, 3.24237, 1.78411], [-3.81611, 3.92235, 0.33145], [-2.84788, 2.97578, -0.33751], [-2.33856, 1.98220, 0.26387], [-2.47234, 3.21989, -1.51009], [-3.24967, 4.80107, 0.63207], [-4.58866, 4.20295, -0.37962]],
  "lowdin_spin": [0.750, -0.001, 0.011, -0.001, 0.011, 0.002, 0.001, 0.002, 0.010, -0.001, 0.012, -0.001, 0.011, 0.001, 0.062, 0.040, 0.118, 0.009, 0.205, 0.019, 0.128, 0.044, 0.043, 0.035, 0.101, -0.012, 0.006, 0.011, 0.023, 0.000, 0.025, -0.002, 0.023, 0.003, 0.029, 0.033, 0.015, 0.039, 0.013, 0.045, 0.041, 0.000, 0.001, 0.000, 0.000, 0.001, 0.000, 0.000, 0.000, 0.000, 0.001, -0.001, 0.001, 0.001, 0.000, 0.002, 0.000, 0.002, 0.002, 0.000, 0.000, 0.000, 0.000, 0.000, 0.000, 0.000, 0.000, 0.000, 0.000, 0.000, 0.000, 0.000, 0.000, 0.000, 0.000, 0.000, 0.000, 0.000, 0.000, 0.000, 0.000, 0.001, 0.002, 0.001, 0.008, 0.001, 0.000, 0.000, 0.000, 0.000, 0.000, 0.000, 0.000, 0.000, 0.000, 0.000, 0.000, 0.000, 0.000, 0.000, 0.000, 0.000, 0.000, 0.000, 0.000, 0.000, 0.000, 0.000, 0.000, 0.002, 0.005, 0.005, 0.029, 0.001, 0.001, 0.010, 0.017, 0.006, 0.000, 0.000],
  "charge": 0,
  "relative_energy_ev": 3.257,
  "homo_ev": [-6.33, -8.52],
  "spin_multiplicity": 3,
  "total_energy_ha": -4373.111669
}

***

(4)
{
  "formula": "C35H28BrCoN2O3P",
  "method": "ωB97M-V/def2-TZVPD",
  "symbols": ["Co", "O", "C", "C", "C", "C", "C", "C", "C", "O", "N", "N", "C", "C", "Br", "C", "C", "C", "C", "C", "C", "C", "H", "H", "H", "H", "H", "H", "H", "H", "H", "H", "H", "H", "H", "H", "O", "C", "C", "C", "C", "C", "C", "C", "P", "C", "C", "C", "C", "C", "C", "C", "C", "C", "C", "C", "C", "H", "H", "H", "H", "H", "H", "H", "H", "H", "H", "H", "H", "H", "H"],
  "positions_angstrom": [[0.35813, -1.00129, 0.62871], [-4.64640, -1.30362, -1.32685], [-4.76380, -0.42146, -0.29060], [-6.00167, 0.17384, -0.08698], [-6.17028, 1.07816, 0.94956], [-5.10714, 1.39708, 1.78387], [-3.87545, 0.79191, 1.57918], [-3.69044, -0.12140, 0.55248], [-2.34149, -0.79726, 0.37862], [-1.40069, -0.38601, 1.25172], [-1.92980, -0.51537, -1.05478], [-0.58931, -0.78924, -1.22503], [-0.03070, -0.45744, -2.31879], [1.38016, -0.72886, -2.57215], [2.26805, -1.79096, -1.27003], [2.08607, -0.27427, -3.60772], [1.53997, 0.52398, -4.72766], [2.17524, 1.71036, -5.09157], [1.68530, 2.47820, -6.13546], [0.56482, 2.06139, -6.84161], [-0.05778, 0.86866, -6.50387], [0.42850, 0.10227, -5.45504], [-3.70298, -1.42670, -1.51679], [-6.81604, -0.08238, -0.75234], [-7.13935, 1.53649, 1.10275], [-5.24024, 2.10370, 2.59288], [-3.02577, 0.99816, 2.21673], [-2.49476, -1.89341, 0.39552], [-2.14074, 0.45095, -1.29972], [-0.59045, 0.05870, -3.09508], [3.15150, -0.47337, -3.62491], [3.05046, 2.03550, -4.54170], [2.18117, 3.40277, -6.40054], [0.18564, 2.65911, -7.65988], [-0.91910, 0.52774, -7.06316], [-0.03972, -0.84413, -5.21346], [0.55155, -2.75541, 2.50878], [0.76807, -1.57838, 2.33315], [1.17514, -0.61948, 3.40791], [1.31283, -0.98444, 4.74253], [1.70414, -0.03457, 5.67033], [1.96783, 1.27364, 5.26792], [1.83570, 1.63678, 3.93635], [1.42592, 0.68835, 3.00602], [1.25637, 0.92461, 1.20629], [2.88067, 1.63053, 0.75478], [3.96976, 0.75770, 0.77649], [5.24168, 1.20826, 0.46467], [5.43922, 2.53841, 0.11500], [4.36304, 3.41194, 0.08826], [3.08825, 2.96247, 0.41003], [0.08655, 2.28495, 0.91626], [-0.14599, 2.64977, -0.40978], [-1.11434, 3.58988, -0.72312], [-1.86833, 4.17091, 0.28944], [-1.64168, 3.81184, 1.60855], [-0.66940, 2.87112, 1.92323], [1.10955, -2.00866, 5.02870], [1.81329, -0.30668, 6.71232], [2.28367, 2.00703, 5.99873], [2.05884, 2.65001, 3.62198], [3.81516, -0.28117, 1.04640], [6.07911, 0.52286, 0.49055], [6.43144, 2.89229, -0.13383], [4.51432, 4.45024, -0.17847], [2.25480, 3.65321, 0.39279], [0.43496, 2.18863, -1.20368], [-1.28638, 3.86553, -1.75624], [-2.63536, 4.89494, 0.04765], [-2.23536, 4.25315, 2.39892], [-0.52444, 2.57147, 2.95311]],
  "lowdin_spin": [1.124, 0.000, 0.000, 0.000, 0.000, 0.000, 0.000, 0.002, 0.007, 0.014, 0.000, 0.005, 0.000, 0.000, 0.024, 0.001, 0.000, 0.000, 0.000, 0.000, 0.000, 0.000, 0.000, 0.000, 0.000, 0.000, 0.000, 0.001, 0.000, 0.000, 0.000, 0.000, 0.000, 0.000, 0.000, 0.000, -0.065, -0.095, -0.021, -0.003, -0.001, 0.001, 0.000, 0.002, -0.004, 0.006, 0.002, 0.000, 0.002, 0.000, 0.002, -0.003, 0.000, 0.000, 0.000, 0.000, 0.000, 0.000, 0.000, 0.000, 0.000, 0.000, 0.000, 0.000, 0.000, 0.000, 0.000, 0.000, 0.000, 0.000, 0.000],
  "charge": 0,
  "relative_energy_ev": 0.000,
  "homo_ev": [-7.43, -7.95],
  "spin_multiplicity": 2,
  "total_energy_ha": -5983.857586
}